1.
DFT (wB97M-V/def2-TZVPD) results for a molecular structure, C28H25BrFeNP.

Values from the calculation:
Multiplicity: 6
Charge: -1
Total energy: -144648.6330 eV
E_HOMO (spin up / spin down): -3.2 / -2.9 eV
Kohn-Sham gap (spin up / spin down): 5.8576 / 5.5406 eV

Geometry (Å):
1 H 2.6974 0.5344 2.5645
2 H -2.1353 1.8542 -3.7528
3 H -2.6074 -2.7758 -0.2680
4 H 0.3818 2.7685 1.1963
5 H -1.7805 1.2003 4.6537
6 C 1.7219 0.6864 3.0362
7 C -0.4404 -0.8687 -2.6988
8 C 3.0548 -3.9588 0.7613
9 H 3.5455 -3.5958 -1.3136
10 Fe -1.9042 0.0572 -1.2818
11 N -0.7164 -0.2741 -0.1475
12 C 1.5146 1.4635 -0.1119
13 P 0.6998 0.0004 0.5684
14 C -0.5281 0.5681 -2.8288
15 H 0.2679 1.2749 -2.6309
16 C -0.7143 0.6719 2.8657
17 C -2.4038 -0.3676 -3.8010
18 C -1.7855 0.8641 -3.4722
19 C 0.3670 1.2754 4.9493
20 H 2.7970 0.4506 -1.5369
21 H -4.1952 -2.4195 -2.4372
22 H 3.0434 4.7677 -1.5231
23 H 2.5434 1.2695 4.9379
24 H -3.3205 -0.4676 -4.3793
25 H -5.1731 0.1072 -2.3589
26 H 0.4169 -1.4259 -2.3415
27 H 0.3003 1.5869 5.9931
28 H 2.3278 -4.0796 2.8009
29 C 0.5435 0.4700 2.2963
30 C -1.5881 -1.4327 -3.3304
31 H -2.8642 -0.5775 1.2873
32 C 1.6298 1.0959 4.3659
33 H 2.3292 -1.4460 -1.4378
34 C 2.4716 1.4111 -1.1383
35 C 2.3504 -3.4949 1.8785
36 H 3.7367 2.5559 -2.4581
37 C 3.0363 -3.2153 -0.4253
38 H 1.3275 4.8536 0.3006
39 C 1.6641 3.8965 -0.1050
40 C 2.3513 -1.9995 -0.4974
41 H -1.6050 0.5371 2.2518
42 H 3.5932 -4.9111 0.8111
43 C -3.1366 -1.8644 -0.5431
44 H -1.7572 -2.4978 -3.4827
45 C 3.0072 2.6009 -1.6446
46 C 2.6164 3.8407 -1.1279
47 C 1.6499 -2.2903 1.8099
48 C -3.9772 -1.6698 -1.6806
49 C -4.5242 -0.3587 -1.6205
50 Br -2.0633 2.2744 -0.7649
51 C -4.1149 0.2471 -0.4007
52 C 1.6773 -1.5070 0.6368
53 H -4.5009 1.1703 0.0216
54 H 1.0762 -1.9528 2.6757
55 C -0.7959 1.0619 4.2056
56 C -3.2323 -0.6817 0.2757
57 C 1.1244 2.7164 0.3978

These are the natural (NBO) partial charges, in e, on atoms 1 to 5: atom 1 (H): 0.22, atom 2 (H): 0.23, atom 3 (H): 0.22, atom 4 (H): 0.24, atom 5 (H): 0.21



2.
DFT (wB97M-V/def2-TZVPD) results for a molecular structure, C28H25ClN4NiO4S2.

Values from the calculation:
Total energy: -118830.1131 eV
E_HOMO (spin up / spin down): -7.3 / -7.3 eV
Kohn-Sham gap (spin up / spin down): 6.9037 / 6.9014 eV

Geometry (Å):
1 C 3.1335 1.7893 -3.0498
2 H 2.7389 0.4015 1.1813
3 C -4.8655 0.3381 -1.9696
4 H -4.2802 -0.5524 2.4555
5 H 1.3905 1.5521 -4.3296
6 C 0.8795 3.9592 4.9331
7 H 4.6234 1.8739 -1.5238
8 C 2.3103 4.7584 3.1574
9 C -5.2722 -5.1443 0.0777
10 H -5.8517 0.1330 -2.3593
11 C 1.8064 1.4502 -3.3397
12 H -5.7280 -1.2588 1.6811
13 C -4.0389 -0.6726 -1.5906
14 H 0.4684 4.0599 5.9277
15 H 3.1229 -3.5585 0.9023
16 C -3.0945 -3.5285 -0.4361
17 H -6.1312 -5.7690 0.2775
18 N 1.4685 0.8199 -1.0450
19 O 1.0745 -1.4638 0.4526
20 C -4.2744 -5.5915 -0.7751
21 N 3.2144 0.9739 0.4810
22 C 1.7869 4.8828 4.4476
23 C -2.7220 -0.4155 -1.1197
24 C 1.0406 2.7658 2.8179
25 H 4.2058 1.0756 0.6119
26 O -3.8624 -1.8930 1.0311
27 C -3.1841 -4.7748 -1.0298
28 H -1.0512 -3.2325 -0.5514
29 C -3.1595 1.9661 -1.3890
30 C -1.8042 -1.4447 -0.8478
31 C -4.3997 1.6733 -1.8614
32 N 0.5768 1.6640 2.1225
33 Cl 0.9785 -4.4277 0.4987
34 H 2.1845 -3.7239 2.3988
35 Ni 0.2341 0.2208 0.3027
36 H -4.3631 -1.7007 -1.6851
37 H -0.0018 0.7203 -2.4828
38 C 1.9466 3.7083 2.3380
39 C 2.1557 -3.3819 1.3686
40 O -1.1439 1.3083 -0.4683
41 C -4.0815 -3.0895 0.4582
42 O 2.4623 -1.2217 2.1903
43 H -2.8191 2.9867 -1.2880
44 H 3.7862 2.1749 -3.8217
45 C 1.8610 -1.8876 1.3544
46 C 0.5075 2.9066 4.1068
47 H 3.0102 5.5000 2.7959
48 S -0.6308 1.6249 4.4105
49 C 1.0305 0.9833 -2.3153
50 C -0.3114 1.0074 2.8130
51 C 2.7509 1.1180 -0.7715
52 C -2.2568 0.9378 -0.9653
53 H -5.9586 -3.5769 1.3707
54 H -4.3412 -6.5623 -1.2429
55 H -5.0546 2.4843 -2.1560
56 H 2.3471 3.6098 1.3396
57 H -4.7780 -2.2149 2.8615
58 C -5.1832 -3.9047 0.6944
59 C -4.7271 -1.4645 2.0691
60 H -0.7601 -1.1389 -0.8221
61 H 2.0903 5.7114 5.0718
62 S -1.1091 -0.3370 2.0435
63 H -2.3937 -5.0960 -1.6956
64 C 3.6037 1.6256 -1.7821
65 N -1.9356 -2.7399 -0.6594

These are the natural (NBO) partial charges, in e, on atoms 1 to 5: atom 1 (C): -0.13, atom 2 (H): 0.45, atom 3 (C): -0.29, atom 4 (H): 0.22, atom 5 (H): 0.23



3.
DFT (wB97M-V/def2-TZVPD) results for 2 unconnected molecules or ions with the total composition C28H25F5N4O3.

Values from the calculation:
Total energy: -55133.3783 eV
E_HOMO: -8.8 eV
Kohn-Sham gap: 9.1500 eV

Geometry (Å):
1 N 1.6321 -7.0785 0.1309
2 C 5.0848 -2.6466 -1.1637
3 N -3.6232 5.3704 -0.0576
4 H 4.7623 -7.4882 0.4940
5 H -1.1769 -3.3212 -2.2695
6 H -1.6334 3.9397 -0.6806
7 O 1.6573 5.9498 0.1346
8 H -0.6849 5.7572 -1.9076
9 H 3.4337 -3.9131 -1.7925
10 O -6.4693 0.0000 0.2342
11 N 2.6857 -7.9188 0.3411
12 C 1.1338 -4.6175 -0.1329
13 H 0.3544 -5.2701 -2.0375
14 C -2.9866 2.2056 0.9426
15 C -0.5402 -3.4170 -1.3957
16 F 6.2784 -1.6095 -2.9159
17 F -1.4439 -1.4114 -0.5284
18 H -3.6857 4.7482 -0.8487
19 H 0.6569 -7.3802 0.1168
20 C 2.0179 -5.7562 0.0195
21 C 5.0413 -1.7198 -2.3621
22 H 0.1763 -1.7796 1.4963
23 H -4.3496 7.3212 0.2172
24 C -4.7286 6.2975 0.1775
25 C -1.4964 4.2148 0.3649
26 C 0.2225 -2.5459 0.7289
27 C -2.9712 1.1128 0.0620
28 H -4.1246 -0.4925 -0.8283
29 H -5.2042 6.0678 1.1332
30 H -7.2066 0.2992 0.7667
31 C -5.3446 0.7274 0.4613
32 C 0.4948 5.6756 -0.1149
33 C -4.1386 0.3608 -0.1668
34 H 5.3294 -5.0907 1.8668
35 C -1.6927 2.9523 1.2141
36 F 4.2048 -2.1870 -3.3287
37 N -0.1196 4.6953 0.5446
38 H 0.4241 4.2843 1.2863
39 O -2.4255 5.9431 1.7587
40 H 0.4717 7.0888 -1.7102
41 C -4.1941 2.5817 1.5634
42 C 3.3718 -5.7539 0.1417
43 C 1.0951 -3.6285 0.8584
44 H -1.6565 3.2233 2.2710
45 C 3.7436 -7.1395 0.3538
46 F 6.8919 -1.3880 -0.1925
47 H -5.4670 6.2163 -0.6214
48 C 0.3165 -4.5103 -1.2617
49 H 1.7379 -3.7105 1.7308
50 H -6.2971 2.1414 1.7960
51 H -1.0057 7.0647 -0.7308
52 C 5.2526 -4.4091 1.0247
53 C -0.2404 6.4459 -1.1944
54 H 6.8616 -3.1400 1.6997
55 C -5.3756 1.8529 1.3145
56 C 6.0348 -2.4341 -0.1499
57 F 4.6002 -0.4971 -1.9687
58 C -2.5538 5.2661 0.7422
59 H -2.0520 0.8556 -0.4404
60 H -0.8590 2.2732 1.0260
61 C 4.1927 -3.7301 -1.0366
62 C -0.5942 -2.4437 -0.3981
63 H -4.2112 3.4247 2.2426
64 C 6.1142 -3.3143 0.9320
65 C 4.2778 -4.6144 0.0469

These are the natural (NBO) partial charges, in e, on atoms 1 to 5: atom 1 (N): -0.35, atom 2 (C): -0.23, atom 3 (N): -0.60, atom 4 (H): 0.21, atom 5 (H): 0.23



4.
DFT (wB97M-V/def2-TZVPD) results for a molecular structure, C28H25FN4O2RhS2.

Values from the calculation:
Multiplicity: 5
Charge: +1
Total energy: -66883.0211 eV
E_HOMO (spin up / spin down): -9.1 / -10.6 eV
Kohn-Sham gap (spin up / spin down): 5.7020 / 4.9926 eV

Geometry (Å):
1 C -1.0412 3.2060 -0.6735
2 C -2.1503 -4.8030 -3.4127
3 H -4.6705 -3.0452 1.9229
4 C 2.3228 -0.2996 -1.7510
5 C -2.9660 4.3996 0.0702
6 H -2.4804 -5.7897 -3.1170
7 H -2.4696 -3.0526 3.0686
8 C 2.2220 0.7986 2.0222
9 O 0.9483 -3.0489 -4.1981
10 C 3.5361 0.3634 -3.7273
11 H 4.7176 3.3342 2.9929
12 H -4.9869 -1.5881 -0.0872
13 N -0.9599 -1.0300 -4.8210
14 H -0.0882 -2.1078 3.2163
15 C -2.5741 2.1951 0.8895
16 H -3.3539 -1.8299 -4.4660
17 C -3.8515 -2.4446 1.5504
18 H 2.9467 3.4874 3.1089
19 C -1.4303 2.1150 0.0999
20 C -0.3437 -3.2931 -3.9391
21 C -2.6380 -2.5949 -4.1842
22 C -3.3536 3.3433 0.8721
23 H -4.1322 -4.0647 -3.7756
24 C 1.9063 -4.0702 -3.9552
25 C -0.3431 -1.5538 2.3216
26 H -1.5281 5.2177 -1.2829
27 C 2.3778 0.3464 -4.4459
28 H 4.4704 0.6327 -4.1990
29 H 3.7253 3.2513 1.5180
30 F -3.7183 5.5065 0.0488
31 C -2.6385 -2.4616 2.1788
32 H -2.8733 1.3814 1.5362
33 C -2.9947 -0.8269 0.0036
34 S 3.6988 1.2230 2.8428
35 C 1.1459 -0.0637 -3.8746
36 C 3.7669 3.0113 2.5764
37 H 2.8558 -3.6570 -4.2836
38 C -0.7987 -4.5243 -3.4767
39 C 1.0854 -0.3105 -2.4513
40 H 0.1154 0.4473 -5.6423
41 C -1.8168 4.3549 -0.6975
42 H 2.3979 0.5828 -5.5038
43 S 1.5514 1.7904 0.7354
44 N -1.8079 -0.8141 0.6080
45 Rh -0.2419 0.4568 0.2091
46 H -0.0843 -5.2923 -3.2158
47 H 4.4237 0.0116 -1.7946
48 H -3.1041 -0.1578 -0.8392
49 H 1.6837 -4.9711 -4.5301
50 H 1.9634 -4.3138 -2.8921
51 C 0.0814 -0.2064 -4.7766
52 H 2.2833 -0.5030 -0.6869
53 C -1.2814 -2.2872 -4.2501
54 C 3.5038 0.0106 -2.3658
55 N 0.5369 -0.6549 1.7972
56 N 1.6260 -0.2973 2.4227
57 O -0.0182 -0.4072 -1.8011
58 H -0.1337 3.1756 -1.2639
59 C -1.5891 -1.6401 1.6991
60 H -4.2443 3.4220 1.4809
61 C -3.0750 -3.8416 -3.7861
62 C -4.0399 -1.6183 0.4301
63 H -1.6652 -0.7491 -5.4872

These are the natural (NBO) partial charges, in e, on atoms 1 to 5: atom 1 (C): -0.23, atom 2 (C): -0.17, atom 3 (H): 0.23, atom 4 (C): -0.27, atom 5 (C): 0.41



5.
DFT (wB97M-V/def2-TZVPD) results for a molecular structure, C28H25N2O5ReS3Sb.

Values from the calculation:
Multiplicity: 2
Total energy: -83830.5447 eV
E_HOMO (spin up / spin down): -7.4 / -7.5 eV
Kohn-Sham gap (spin up / spin down): 5.1870 / 5.7913 eV

Geometry (Å):
1 C 2.6837 0.1204 -1.9490
2 H 4.0251 2.3929 -1.9489
3 H -6.4608 0.1043 -2.1892
4 C 2.0885 3.2502 -2.3346
5 C -0.3861 2.1994 -6.3799
6 H 4.0262 6.5403 -2.9405
7 C 3.5429 0.2882 -0.8694
8 H 2.8294 1.1882 -4.5247
9 S -1.3637 -1.4644 0.4908
10 C 3.9381 -1.8091 -2.6309
11 H 3.3320 1.0605 -0.1402
12 Re 0.1826 0.3197 0.7679
13 H 3.2321 -3.6609 1.4457
14 C 4.8232 -1.6073 -1.5851
15 C -4.3584 2.6020 -3.1454
16 C 1.4997 -1.9517 2.4795
17 H 0.0983 -0.5946 3.4189
18 O 1.2332 2.0519 0.3855
19 C 0.7387 1.5958 -4.3561
20 H 1.6368 0.1497 2.9983
21 H 2.1766 -1.1093 -3.6266
22 C 4.6213 -0.5613 -0.6977
23 C 2.8649 -0.9493 -2.8100
24 H -6.4568 2.2499 -3.4181
25 H 3.3167 -2.9904 -0.1595
26 H 5.2383 4.4824 -2.3157
27 S -0.0752 2.8269 0.4380
28 C -5.5346 1.8647 -3.0104
29 C 2.1057 5.5953 -2.8917
30 N -2.0708 0.3696 -1.3311
31 H 2.8755 1.5461 -6.9635
32 H 0.8255 2.2412 -8.1393
33 C -5.5481 0.6622 -2.3289
34 C 1.4152 4.4154 -2.6819
35 S -4.0833 -1.1661 -0.7442
36 C -4.3597 0.2059 -1.7845
37 H -2.2504 2.7124 -2.6652
38 H 1.5658 6.4942 -3.1539
39 O 1.6688 -1.2122 0.2239
40 C 2.0572 -2.0214 1.0907
41 C 1.9517 1.6695 -6.4152
42 H 4.0873 -2.6400 -3.3064
43 H -1.3447 2.0625 -4.4737
44 C 3.4717 3.2866 -2.2095
45 C 1.9237 1.4548 -5.0472
46 H 5.2962 -0.4216 0.1341
47 C -3.1633 2.1354 -2.6367
48 O -1.0061 1.8304 1.0622
49 H 2.2687 -2.1649 3.2254
50 H 0.7174 -2.7125 2.5449
51 H -4.3904 3.5648 -3.6367
52 H 5.6721 -2.2626 -1.4535
53 C -0.4173 1.9588 -5.0140
54 C 0.7980 2.0544 -7.0768
55 O -0.5240 3.0889 -0.9315
56 C -3.1526 0.9191 -1.9581
57 O 0.0532 4.0156 1.2085
58 H -1.2839 2.5030 -6.8990
59 N 2.9528 -2.9598 0.7819
60 C 4.1629 4.4691 -2.4214
61 H 0.3369 4.4022 -2.7565
62 Sb 0.8936 1.4407 -2.1184
63 C -2.4006 -0.6536 -0.6150
64 C 3.4843 5.6228 -2.7682
65 C 0.8713 -0.5538 2.6505

These are the natural (NBO) partial charges, in e, on atoms 1 to 5: atom 1 (C): -0.36, atom 2 (H): 0.21, atom 3 (H): 0.22, atom 4 (C): -0.36, atom 5 (C): -0.23



6.
DFT (wB97M-V/def2-TZVPD) results for a molecular structure, C28H25N2OPdS2SbSe2.

Values from the calculation:
Multiplicity: 3
Total energy: -196849.7206 eV
E_HOMO (spin up / spin down): -6.3 / -6.7 eV
Kohn-Sham gap (spin up / spin down): 6.4938 / 4.8302 eV

Geometry (Å):
1 C -1.5867 -0.3132 -5.1508
2 C -0.5174 3.2556 -0.6614
3 H 1.3064 1.6570 4.7895
4 H 1.5768 -1.9310 -2.6453
5 C -0.9533 5.9894 -0.5485
6 H 4.2275 0.2033 1.5481
7 C 0.3203 5.4831 -0.3352
8 C 0.0154 -1.5948 3.3187
9 C 0.1552 0.2594 -3.5964
10 S -0.4352 -3.0980 2.4652
11 H 1.2074 0.3768 -3.3599
12 H -2.6273 3.0981 -1.0832
13 H -1.5771 2.1785 1.8435
14 H -0.2491 0.2252 6.1335
15 C 2.8014 -3.6452 -3.1011
16 C 2.2004 -2.7307 -2.2629
17 H 1.9595 0.8819 2.5153
18 Pd 1.6339 -1.5798 0.7044
19 O 4.3937 -0.3203 2.3396
20 C 3.7576 -4.6734 -1.1562
21 H 1.5353 3.7086 -0.2332
22 C 0.0550 -0.0676 5.1367
23 C -2.5454 -0.0600 -4.1796
24 C 0.9131 0.7303 4.3966
25 Se -1.9626 -4.0097 3.5960
26 H 1.1436 6.1536 -0.1261
27 C -2.1572 0.3544 -2.9131
28 H -1.1238 7.0574 -0.5052
29 H 4.0895 -5.3698 -3.1485
30 Se 3.1964 -3.6063 1.5169
31 H -3.5958 -0.1895 -4.4058
32 H -4.2576 -0.9358 3.0346
33 S 2.0342 0.7415 -0.4252
34 C -1.7959 3.7629 -0.8747
35 C -2.0061 1.1966 1.6781
36 H -3.5611 -2.2914 1.0913
37 C -1.6122 0.4272 0.5878
38 C -0.2386 -0.1541 -4.8610
39 H -2.9098 0.5375 -2.1545
40 H -3.0044 5.5290 -0.9871
41 Sb -0.1605 1.1788 -0.7353
42 N 0.8398 -0.8317 2.5986
43 C -0.4058 -1.2535 4.5936
44 H -1.0739 -1.9069 5.1350
45 H -1.8919 -0.6394 -6.1365
46 H -3.2528 1.2909 3.4181
47 C -2.1669 -0.8303 0.3770
48 C -3.1302 -1.3117 1.2519
49 C 0.5415 4.1130 -0.3922
50 H -1.8449 -1.4423 -0.4581
51 C -2.9544 0.7005 2.5613
52 C -3.5181 -0.5498 2.3447
53 H 4.3695 -5.4253 -0.6787
54 C -2.0119 5.1315 -0.8192
55 N 2.3497 -2.7683 -0.9376
56 C 1.2828 0.3086 3.1331
57 C -0.8057 0.5144 -2.6243
58 H 4.1540 -1.2244 2.0662
59 C 3.5969 -4.6345 -2.5243
60 H 2.6556 -3.5860 -4.1703
61 H 0.5075 -0.3541 -5.6190
62 C 3.1138 -3.7160 -0.3648

These are the natural (NBO) partial charges, in e, on atoms 1 to 5: atom 1 (C): -0.18, atom 2 (C): -0.42, atom 3 (H): 0.23, atom 4 (H): 0.20, atom 5 (C): -0.18



7.
DFT (wB97M-V/def2-TZVPD) results for a molecular structure, C28H26AgN3O4S2.

Values from the calculation:
Total energy: -67787.3490 eV
E_HOMO: -7.7 eV
Kohn-Sham gap: 8.0480 eV

Geometry (Å):
1 H 2.1533 -6.7133 -3.6207
2 H -4.4761 1.1765 -6.2928
3 H -2.6072 4.9357 3.3298
4 C -2.1610 4.1689 2.7093
5 H 0.2588 -2.8786 -3.2259
6 H 2.5630 -1.1893 -1.9155
7 H -6.5712 0.4232 -5.2199
8 C 2.6478 -1.0111 1.3334
9 N 2.2921 -0.7551 0.0733
10 H 4.9997 -3.3879 0.8381
11 H 3.8628 -2.1107 2.6879
12 C 1.2132 -4.7881 -3.5873
13 H -2.2711 -2.7406 0.5702
14 H -1.5725 -4.3580 0.4837
15 C -4.4852 0.2291 -2.5728
16 S -4.4772 -0.2033 -0.8327
17 H -4.4361 -2.3842 -0.0334
18 H 1.2990 -4.6432 -4.6563
19 O -3.1210 0.1404 -0.3195
20 C 1.5998 -6.1380 -1.6298
21 C -4.4750 -2.0059 -1.0581
22 N -1.0195 2.2053 1.1293
23 C -3.3048 -2.4999 -1.9057
24 C -2.6410 3.9290 1.4299
25 C -1.7954 -3.4618 -0.1008
26 S -0.1652 -2.7291 -0.4045
27 H -2.5468 -1.7196 -1.9696
28 H 0.9731 -5.2787 0.2388
29 C -5.6580 0.4832 -4.6427
30 C -2.0414 2.9351 0.6802
31 C -3.3104 1.0031 -4.5027
32 H -2.3959 1.3427 -4.9712
33 O -0.3704 -1.5449 -1.3128
34 C 0.6266 -3.8044 -2.8021
35 H -2.4097 0.7268 -2.5532
36 H -3.4128 -4.4849 -1.0454
37 C 3.6234 -1.9537 1.6464
38 C -2.6474 -3.7554 -1.3270
39 H -5.4500 -2.2729 -1.4702
40 C 4.2395 -2.6477 0.6213
41 C 2.8937 -1.4230 -0.9092
42 C 1.6937 -5.9521 -3.0042
43 C 3.8703 -2.3788 -0.6892
44 C -1.1049 3.4126 3.1797
45 C -4.4792 0.9089 -5.2443
46 H -2.0373 -4.2411 -2.0916
47 H -3.4652 4.4964 1.0199
48 H 1.9896 -7.0389 -1.1748
49 C 1.0219 -5.1590 -0.8376
50 C -0.5545 2.4341 2.3598
51 O 1.0785 1.9802 3.9884
52 H 4.3234 -2.8970 -1.5239
53 H -6.5842 -0.1657 -2.8141
54 O 2.3398 -0.5521 3.6199
55 C -3.3082 0.6639 -3.1559
56 Ag -0.0364 0.3691 0.0755
57 C 0.6221 1.6192 2.9166
58 C 0.5283 -4.0086 -1.4371
59 N 1.0374 0.6284 2.0968
60 H -3.6517 -2.6973 -2.9207
61 C 1.9805 -0.2590 2.4926
62 H -0.6797 3.5479 4.1630
63 C -5.6660 0.1485 -3.2980
64 H -2.3948 2.6966 -0.3144

These are the Löwdin partial charges, in e, on atoms 1 to 5: atom 1 (H): 0.10, atom 2 (H): 0.10, atom 3 (H): 0.11, atom 4 (C): -0.06, atom 5 (H): 0.11